The following is a quantum chemistry calculation of a molecular structure, C25H19AsMoN2O3PS4 in a non-equilibrium geometry, from the OMol25 dataset.

The geometry in XYZ format:
```
56
Properties=species:S:1:pos:R:3:forces:R:3
Mo -0.09176 0.57451 -2.17739 1.135 1.488 -1.803
As -0.36756 2.26545 -5.04410 -0.854 0.365 -1.339
S -1.78600 1.01833 -3.94828 0.257 -0.099 0.286
S -0.68861 4.27672 -4.91431 0.164 -0.226 0.333
S 1.33577 1.97462 -2.95022 -0.513 -0.950 1.285
S 0.69824 1.35991 -6.52679 0.066 -0.115 0.351
P 1.18185 0.30501 0.03980 0.096 -0.102 -0.052
O -1.12989 1.93748 -1.03448 -0.185 0.026 0.340
O -1.60714 -0.42531 -1.27543 -0.354 -0.195 0.167
O 0.43946 -1.19152 -3.31385 0.149 0.003 0.260
N -2.22965 1.56639 -0.48489 0.027 0.004 -0.005
N -2.47160 0.34133 -0.62190 0.065 -0.071 0.066
C -3.62062 -0.28573 -0.01738 0.056 0.041 -0.029
C -4.98060 -2.21843 0.24403 0.004 0.013 0.007
C 1.85317 2.75409 1.30070 -0.089 0.052 -0.032
C 3.29909 -1.57361 0.55889 -0.018 0.000 -0.005
C 3.87490 3.94131 0.75953 0.002 0.006 0.000
C 2.14317 -1.68996 -1.54551 -0.048 0.013 -0.075
C 3.43936 1.80414 -0.24352 0.004 -0.011 0.127
C -4.39635 0.43447 0.87658 -0.018 0.044 0.041
C -1.18418 -0.15060 3.38295 -0.006 -0.008 -0.006
C -0.37580 -1.62119 1.17757 0.014 -0.008 0.031
C -5.47835 -0.20152 1.45969 -0.007 -0.009 0.001
C -5.76835 -1.52533 1.15073 0.011 0.015 0.004
C -0.28690 0.40207 2.47943 -0.019 0.038 0.012
C 2.91782 -2.77183 -1.96624 -0.009 -0.039 -0.010
C 0.12519 -0.32896 1.36739 0.030 0.043 0.055
C -1.67764 -1.43071 3.18651 -0.001 0.005 -0.005
C 2.32772 -1.08317 -0.29721 0.008 0.081 0.009
C 3.89445 -3.23953 -1.10813 -0.008 0.005 -0.003
C 2.67756 3.85986 1.45129 -0.004 0.008 -0.001
C 4.07698 -2.64756 0.14281 -0.006 -0.003 -0.006
C -3.89210 -1.59931 -0.35214 -0.019 -0.029 -0.040
C 1.09636 -1.05872 -2.29856 -0.034 -0.243 0.080
C -1.26725 -2.16813 2.08392 0.001 0.005 0.000
C 2.23535 1.70811 0.46452 0.058 -0.037 0.023
C 4.25441 2.91209 -0.09143 -0.020 -0.009 -0.009
H 4.84238 -3.03373 0.80321 0.004 0.001 -0.005
H -4.16265 1.46394 1.10635 0.007 -0.015 0.010
H -6.61512 -2.01275 1.61437 -0.005 0.000 -0.009
H -1.64342 -3.17046 1.92838 0.002 0.001 -0.004
H 4.52142 -4.06814 -1.40686 -0.003 -0.006 0.013
H -0.06864 -2.21060 0.32212 -0.007 0.001 0.001
H -3.27440 -2.11791 -1.06951 0.010 -0.012 0.008
H 5.18326 2.97469 -0.64197 0.000 -0.008 0.000
H 2.75592 -3.21793 -2.93847 0.005 0.000 0.000
H 3.74867 1.01173 -0.91302 0.010 -0.027 -0.028
H -2.37706 -1.85710 3.89317 0.001 0.002 -0.001
H 4.50792 4.81091 0.87288 0.004 -0.006 0.009
H -5.21454 -3.24307 -0.01020 0.002 0.001 0.003
H -6.09937 0.34258 2.15789 0.002 -0.004 0.002
H 0.90745 2.74198 1.82080 0.063 0.073 -0.097
H -1.49338 0.42534 4.24476 0.005 0.001 0.001
H 0.08534 1.39712 2.66413 -0.038 -0.107 0.038
H 2.37213 4.66566 2.10463 -0.006 0.001 -0.001
H 3.45364 -1.12699 1.53274 0.012 0.001 -0.001
```
Forces are in eV/Å.

Output
Net charge: +1
E_tot (hartree): -5537.1010
E_HOMO (eV): -10.64
Orbital gap (eV): 5.19
Strongest force on any atom (eV Å⁻¹): 2.60
Multiplicity: 1

These are the Mulliken partial charges, in e, on atoms 1 to 8: Mo -0.3824; As 0.3762; S -0.1376; S -0.2687; S -0.1377; S -0.2954; P 2.0568; O -0.3220

The following is a quantum chemistry calculation of a molecular structure, C25H19HfO5S2, from the OMol25 dataset.

The geometry in XYZ format:
```
52
Properties=species:S:1:pos:R:3:forces:R:3
Hf -1.26471 0.83997 1.52123 0.251 0.211 0.245
S 1.44936 0.57967 1.56316 -0.219 0.014 0.118
S 2.16625 -2.05059 -6.72542 -0.055 0.110 -0.011
O -2.80011 -0.79303 1.42592 0.378 0.098 0.056
O 3.25855 -4.34675 -7.09676 -0.086 -0.023 -0.062
O -0.57158 2.23765 3.14343 -0.210 0.054 -0.197
O -1.14885 0.25590 3.83337 0.160 -0.099 -0.193
O -1.63642 -2.66913 1.40265 0.091 0.319 -0.012
C 2.21793 -0.56666 -4.40316 0.167 0.012 -0.062
C -0.31775 1.20699 3.84885 -0.187 -0.105 -0.673
C 3.30123 0.50767 3.59569 0.085 -0.006 0.035
C -2.92968 2.42280 1.12406 0.443 -0.471 0.038
C -1.67084 -1.34741 1.43606 -0.558 0.041 -0.066
C -0.44155 -1.06188 -3.80069 0.125 0.118 0.140
C 2.70268 -3.68372 -6.25814 0.260 0.019 0.171
C -2.57659 3.77767 1.05205 -0.091 0.043 0.036
C 1.96619 0.72210 3.25219 -0.043 -0.015 -0.150
C 0.32563 -0.26947 -2.93230 -0.056 -0.106 -0.226
C -4.28672 2.12326 0.96107 -0.032 0.030 -0.026
C 1.49125 1.05441 5.62582 0.109 0.008 -0.052
C 1.45656 -1.36380 -5.24974 -0.132 -0.027 -0.054
C -3.51967 4.77526 0.83693 0.089 0.021 -0.021
C -4.85817 4.44396 0.68596 -0.073 0.052 -0.014
C -0.29506 -3.19164 1.34568 -0.180 0.076 -0.024
C 2.82805 0.84182 5.93859 -0.078 0.025 0.046
C -5.24145 3.11356 0.74853 0.006 -0.108 0.013
C -0.74473 0.73880 -0.73680 0.057 -0.240 0.660
C 2.47746 -4.18068 -4.85207 -0.050 -0.068 -0.113
C 1.66492 -0.02948 -3.25574 -0.055 0.000 0.036
C 1.08062 1.01037 4.30583 -0.065 -0.016 0.150
C 3.72398 0.57343 4.91353 0.040 -0.010 0.016
C -0.24980 0.27352 -1.74930 -0.185 0.224 0.135
C 0.11823 -1.59673 -4.94450 -0.044 -0.052 -0.047
H 0.37247 -2.55894 1.92797 0.039 -0.049 -0.020
H 0.02866 -3.21155 0.30526 0.060 -0.036 0.035
H -1.54031 4.08168 1.17880 0.007 -0.046 0.016
H 0.76530 1.25848 6.40273 0.002 0.003 0.026
H 3.25574 -0.37108 -4.64282 0.001 -0.023 -0.017
H 1.61094 -4.84415 -4.88085 -0.019 0.007 0.071
H -5.59699 5.21999 0.52079 -0.002 -0.004 0.000
H 2.26411 0.57910 -2.59245 -0.013 0.013 0.021
H -3.21083 5.81364 0.78788 0.003 0.006 0.002
H 3.16185 0.88302 6.96728 0.005 0.000 0.002
H -0.34807 -4.19962 1.74887 0.073 0.004 0.005
H 4.01655 0.27995 2.81575 -0.040 0.002 -0.055
H -6.28472 2.84135 0.63179 -0.012 0.018 -0.004
H -1.47911 -1.24390 -3.55780 -0.022 -0.005 -0.001
H 3.34824 -4.77037 -4.57214 -0.014 -0.018 0.015
H -0.48600 -2.20646 -5.60463 0.029 0.003 -0.032
H -4.61599 1.08914 0.99945 0.020 0.001 0.008
H 2.29260 -3.39221 -4.13009 0.017 -0.007 0.003
H 4.77034 0.40404 5.13820 0.003 0.001 0.030
```
Forces are in eV/Å.

Output
Net charge: -1
E_tot (hartree): -2184.7813
E_HOMO (eV): -4.93
Orbital gap (eV): 7.25
Strongest force on any atom (eV Å⁻¹): 0.71
Multiplicity: 1

These are the Mulliken partial charges, in e, on atoms 1 to 8: Hf 1.7450; S -0.5159; S -0.1379; O -0.5931; O -0.5679; O -0.6361; O -0.6726; O -0.3610

The following is a quantum chemistry calculation of a molecular structure, C25H19LuN6O5S2 in a non-equilibrium geometry, from the OMol25 dataset.

The geometry in XYZ format:
```
58
Properties=species:S:1:pos:R:3:forces:R:3
Lu 0.32235 -0.86618 -0.04420 -0.748 0.872 0.437
S -4.05147 4.60185 -0.00195 -0.021 0.096 -0.270
S -0.35402 -0.98342 2.50616 -0.188 -0.313 -0.073
O 2.19935 0.34920 -0.17324 0.446 -0.213 0.018
O 2.26262 -1.84802 0.07027 0.811 0.174 -0.086
O 9.15292 -1.62126 -0.26667 -0.014 0.131 0.069
O -0.23429 -1.04557 -1.99183 -0.387 -0.443 -0.849
O 9.05324 0.42473 -0.93645 -0.005 -0.049 0.131
N -1.16229 1.08747 -0.06018 0.344 0.008 0.041
N -0.85013 -3.33291 3.61471 -0.047 0.103 -0.108
N -0.81571 -2.82713 0.14762 -0.060 -0.580 0.339
N -4.93117 4.70861 4.48926 0.062 -0.004 -0.312
N -0.93072 -3.47975 1.38439 0.167 0.710 -0.306
N 8.54970 -0.60431 -0.53758 -0.482 -0.101 -0.236
C -0.82424 -1.76490 -4.17028 -0.004 -0.136 -0.222
C -5.75063 4.10525 3.62780 0.048 0.053 0.172
C 7.04992 -0.63713 -0.41525 0.934 0.029 0.003
C 2.86336 -0.73791 -0.09367 -0.193 0.055 0.059
C -5.52834 4.04388 2.26003 -0.009 -0.023 -0.156
C -0.72348 -2.69987 2.41220 -0.080 -0.435 0.302
C -0.69907 -1.99240 -2.80085 0.204 0.517 0.636
C -0.70573 2.33950 -0.01681 -0.083 0.019 -0.036
C -3.53321 5.28487 2.62393 0.070 0.007 -0.150
C -1.54151 -4.23351 -3.14429 -0.040 -0.086 -0.181
C 4.97016 0.46710 -0.60566 0.167 0.102 -0.010
C 4.34382 -0.70578 -0.20303 0.039 0.040 0.009
C -4.38920 4.64137 1.74035 -0.061 -0.040 0.425
C 6.35146 0.50993 -0.72339 -0.322 0.015 0.027
C -1.07450 -3.59179 -0.84908 -0.109 0.074 -0.566
C -2.47891 0.88275 -0.09332 -0.003 0.035 0.001
C 5.08212 -1.84349 0.09581 0.140 -0.130 -0.019
C -3.39092 1.92052 -0.08565 -0.067 -0.017 0.023
C -3.84298 5.28488 3.97432 -0.117 -0.043 0.147
C -1.64850 -4.01591 -4.50413 0.055 0.099 0.148
C -1.28872 -2.76534 -5.00570 0.014 0.062 -0.057
C -2.91961 3.22522 -0.02668 0.083 -0.061 0.047
C -1.07954 -3.23868 -2.27664 -0.179 -0.560 0.552
C 6.46534 -1.81522 -0.00394 -0.302 -0.009 0.023
C -1.54834 3.43713 -0.00093 -0.008 0.040 -0.015
H -0.53807 -2.87948 4.45147 0.039 0.046 -0.016
H -1.35108 -4.61608 -0.60079 -0.054 -0.009 -0.085
H -4.45155 1.71287 -0.11807 0.013 0.020 -0.001
H 4.57134 -2.74623 0.40069 -0.038 0.030 0.002
H 0.37040 2.46362 0.00435 0.018 -0.023 -0.001
H -3.18032 5.77848 4.67634 -0.029 -0.013 0.025
H -1.36957 -2.57072 -6.06868 0.000 -0.001 0.017
H -6.23183 3.53906 1.61084 0.008 0.009 0.020
H -6.63536 3.64020 4.04809 0.015 0.016 0.031
H -0.92123 -4.33560 3.58846 0.010 -0.005 0.072
H 7.07633 -2.67472 0.22402 0.010 0.005 -0.005
H -1.82433 -5.19319 -2.72598 0.001 0.008 -0.014
H -1.14116 4.43822 0.03085 -0.018 -0.011 0.006
H 4.37281 1.34076 -0.82426 -0.030 -0.026 -0.001
H -2.00501 -4.79693 -5.16079 -0.003 0.012 -0.010
H -2.63988 5.77992 2.26567 -0.013 -0.010 0.017
H -0.53332 -0.79551 -4.55329 -0.012 -0.013 -0.014
H -2.80803 -0.14913 -0.12314 -0.006 -0.014 -0.004
H 6.87068 1.40069 -1.04123 0.038 -0.020 0.005
```
Forces are in eV/Å.

Output
Net charge: 0
E_tot (hartree): -3700.8534
E_HOMO (eV): -7.85
Orbital gap (eV): 7.09
Strongest force on any atom (eV Å⁻¹): 1.23
Multiplicity: 1

These are the Mulliken partial charges, in e, on atoms 1 to 8: Lu 1.3491; S -0.1288; S -0.5757; O -0.7660; O -0.7350; O -0.6039; O -0.5522; O -0.6044

The following is a quantum chemistry calculation of a gas-phase ion, C25H19N2O (charge -1) in a non-equilibrium geometry, from the OMol25 dataset.

The geometry in XYZ format:
```
47
Properties=species:S:1:pos:R:3:forces:R:3
O -1.23327 -2.63251 0.08777 -1.412 0.145 1.289
N -1.17098 2.20101 -1.73597 2.819 -3.873 -0.311
N 7.04216 1.31083 -3.24684 -3.202 -0.777 1.274
C -3.86385 -0.98962 2.01801 -0.274 -0.277 0.114
C -3.24408 -1.90212 1.16164 -0.572 0.136 0.310
C -0.02594 -0.09712 0.17900 3.071 -0.359 -0.499
C 1.92753 0.79086 1.52587 1.002 0.111 -0.448
C 4.08382 -0.50784 -2.48571 -0.058 -0.003 0.177
C -5.13058 -1.25437 2.54246 0.504 -0.179 -0.271
C -1.36318 -0.35220 0.56110 -2.813 -1.175 0.672
C 3.65105 1.86584 -2.26176 0.981 -0.158 -0.078
C 5.94573 1.07612 -2.87295 2.174 0.840 -1.230
C -1.90601 -1.66953 0.62874 3.570 0.807 -2.474
C 0.55090 3.17603 2.06526 -0.226 -1.204 -0.965
C -5.18108 -3.33501 1.26408 0.005 0.778 0.659
C -3.90970 -3.05072 0.76696 -0.649 -0.723 0.064
C -0.14959 -1.13408 -2.23991 -0.153 -1.350 0.058
C 2.53109 1.81124 2.28249 -0.054 -0.324 -0.432
C 1.86321 3.01381 2.50176 -0.268 0.076 0.612
C 0.65694 0.99501 0.99324 -0.591 -0.910 0.003
C 2.35515 1.61493 -1.89015 0.239 0.592 0.492
C -0.05998 2.14722 1.31620 0.481 1.060 -0.362
C 4.55308 0.82664 -2.50179 0.149 -0.826 -0.653
C 2.75834 -0.76554 -2.10435 0.244 0.117 0.387
C -5.78031 -2.43944 2.17548 -0.207 -0.117 -0.183
C 0.42554 0.11146 -1.55014 -1.808 0.351 0.027
C 1.87883 0.32309 -1.81512 -0.183 -0.924 -0.137
C -0.44928 1.24352 -1.75215 -2.263 4.475 -0.366
H -5.55174 -0.53730 3.25126 -0.128 -0.345 -0.256
H 2.45599 -1.82411 -1.93976 0.010 1.042 -0.457
H -0.26312 -1.80082 -1.34915 -0.503 -0.293 -1.282
H 2.52069 -0.11524 1.20990 -0.793 0.974 0.630
H -0.01006 4.08084 2.21524 0.049 0.315 0.199
H -1.01760 2.31829 0.79749 0.446 -0.117 0.689
H 0.54717 -1.64296 -2.96013 -0.515 0.791 0.564
H -5.68191 -4.25577 0.97872 -0.038 0.163 0.027
H -1.13711 -1.01584 -2.77702 1.071 0.141 0.907
H 3.54415 1.67497 2.65652 -0.169 0.040 -0.056
H 0.55818 -1.03062 0.13641 -0.120 0.126 1.105
H -3.32144 -0.08345 2.27151 -0.204 -0.173 0.164
H 2.32630 3.81992 3.07666 0.014 -0.300 -0.187
H -3.43307 -3.74846 0.07595 0.060 0.356 0.247
H 3.98856 2.86987 -2.42001 0.158 0.456 0.274
H -6.77724 -2.64443 2.58486 0.411 -0.028 -0.176
H -2.00565 0.42999 0.95488 0.434 0.156 -0.264
H 4.75791 -1.32456 -2.82908 -0.577 0.654 0.637
H 1.74441 2.45215 -1.54745 -0.109 -0.266 -0.490
```
Forces are in eV/Å.

Output
Net charge: -1
E_tot (hartree): -1148.8009
Structure (SMILES): C[C@](C#N)(c1ccc(C#N)cc1)[C@H](/C=C(\[O-])c1ccccc1)c1ccccc1
E_HOMO (eV): -3.54
Orbital gap (eV): 6.08
Strongest force on any atom (eV Å⁻¹): 5.03
Multiplicity: 1

These are the Mulliken partial charges, in e, on atoms 1 to 8: O -0.9614; N -0.8356; N -0.5864; C -0.3501; C 0.1832; C -0.0855; C 0.0800; C -0.9623

It is found that the energy relative to the best compared isomer or geometry (same formula, charge and spin) values, taken in the order of the records, are 2.310; 0.187; 0.000; 1.420 eV.